# 1
A molecular structure, C28H30ClN3O4Pd. Source: the Open Molecules 2025 dataset; level of theory: ωB97M-V/def2-TZVPD.

Geometry as XYZ:
```
67
Properties=species:S:1:pos:R:3
Pd -0.244 -0.722 -0.318
O -0.350 -0.643 -2.327
C -1.300 -1.171 -3.015
C -1.163 -1.159 -4.434
C -2.114 -1.680 -5.272
C -3.281 -2.263 -4.758
C -3.438 -2.297 -3.391
C -2.486 -1.779 -2.500
C -2.781 -1.920 -1.095
N -2.022 -1.551 -0.139
N -2.431 -1.806 1.164
C -1.505 -1.423 1.998
O -0.373 -0.888 1.705
C -1.773 -1.654 3.452
C -2.975 -2.199 3.898
C -3.191 -2.405 5.251
C -2.211 -2.069 6.177
C -1.013 -1.523 5.737
C -0.796 -1.316 4.382
H -0.265 -0.694 -4.824
H -1.961 -1.632 -6.345
H -4.043 -2.668 -5.414
H -4.337 -2.735 -2.966
H -3.717 -2.402 -0.817
H -3.727 -2.450 3.161
H -4.132 -2.828 5.587
H -2.382 -2.229 7.236
H -0.244 -1.254 6.452
H 0.127 -0.887 4.014
C 5.115 3.521 0.307
C 3.703 3.043 0.058
C 2.670 3.956 -0.066
C 1.375 3.465 -0.290
C 0.204 4.408 -0.427
C 1.151 2.112 -0.386
C 2.175 1.128 -0.267
C 3.472 1.673 -0.037
N 1.791 -0.163 -0.380
C 2.656 -1.353 -0.339
C 2.201 -2.339 -1.431
C 2.529 -2.041 1.032
C 4.164 -1.155 -0.589
H 5.154 4.611 0.363
H 5.790 3.200 -0.493
H 5.511 3.121 1.244
H 2.855 5.024 0.012
H 0.529 5.451 -0.376
H -0.528 4.230 0.364
H -0.318 4.250 -1.372
H 0.132 1.789 -0.561
H 4.342 1.051 0.083
H 1.172 -2.660 -1.280
H 2.844 -3.226 -1.421
H 2.254 -1.863 -2.411
H 1.497 -2.329 1.229
H 2.840 -1.355 1.822
H 3.160 -2.938 1.071
H 4.354 -0.574 -1.493
H 4.608 -2.146 -0.720
H 4.670 -0.691 0.255
Cl -3.742 4.036 -2.402
C -3.667 3.276 -0.762
C -3.060 1.840 -0.802
O -3.772 0.973 -1.337
O -1.950 1.745 -0.234
H -4.696 3.240 -0.411
H -3.058 3.935 -0.151
```

The value obtained for the energy relative to the best compared isomer or geometry (same formula, charge and spin) is 0.00 kJ/mol. The molar mass comes out at 614.44 g mol⁻¹. The orbital gap is 5.524 eV. Its net charge is -2. For the HOMO energy, the calculation gives -1.0 eV. As for the energy: -2138.3505 Ha.

# 2
A molecular structure, C28H30ClN8O7Tl. Source: the Open Molecules 2025 dataset; level of theory: ωB97M-V/def2-TZVPD.

Geometry as XYZ:
```
75
Properties=species:S:1:pos:R:3
Tl 0.501 0.063 -0.432
N 2.034 2.217 0.705
C 1.586 2.623 2.026
C 0.660 1.632 2.746
O 0.353 1.953 3.923
N 0.276 0.563 2.077
C -0.537 -0.359 2.847
C -1.008 -1.618 2.090
O -1.852 -2.320 2.687
O -0.573 -1.813 0.921
H 2.738 1.486 0.717
H 2.429 2.984 0.177
H 1.021 3.557 1.926
H 2.395 2.839 2.736
H -1.445 0.119 3.245
H -0.013 -0.695 3.750
O -6.787 -4.189 -3.273
N -6.549 -3.194 -2.611
O -7.384 -2.607 -1.948
C -5.186 -2.641 -2.655
C -4.521 -2.819 -3.816
C -3.214 -2.275 -3.987
C -2.459 -2.462 -5.160
C -1.195 -1.943 -5.228
C -0.699 -1.231 -4.119
N -1.395 -1.026 -3.027
C -2.634 -1.536 -2.945
C -3.366 -1.347 -1.700
N -2.754 -0.630 -0.745
C -3.314 -0.554 0.435
C -4.538 -1.172 0.740
C -5.215 -1.835 -0.245
C -4.636 -1.932 -1.528
H -4.986 -3.376 -4.618
H -2.884 -3.024 -5.984
H -0.575 -2.076 -6.105
H 0.310 -0.824 -4.125
H -2.780 0.010 1.190
H -4.923 -1.120 1.749
H -6.171 -2.291 -0.041
Cl 9.300 -0.022 -3.123
C 7.652 0.110 -2.512
C 7.439 0.458 -1.165
C 6.171 0.565 -0.679
C 4.980 0.341 -1.488
O 3.843 0.468 -1.003
C 5.259 -0.027 -2.870
C 4.240 -0.325 -3.861
O 3.030 -0.337 -3.760
C 6.584 -0.125 -3.330
H 8.293 0.637 -0.522
H 5.998 0.831 0.357
H 4.695 -0.581 -4.853
H 6.751 -0.400 -4.367
C -2.611 2.596 -2.456
N -3.374 2.826 -1.238
C -4.695 2.220 -1.276
C -2.625 2.765 -0.061
N -1.383 2.497 -0.123
N -3.363 3.034 1.108
C -2.638 2.851 2.356
C -4.133 4.266 1.107
H -3.261 2.804 -3.309
H -2.238 1.568 -2.514
H -1.749 3.258 -2.483
H -4.657 1.199 -1.674
H -5.357 2.809 -1.919
H -5.122 2.171 -0.278
H -0.911 2.560 0.773
H -2.128 1.893 2.378
H -3.350 2.879 3.181
H -1.884 3.631 2.527
H -4.640 4.408 0.157
H -3.490 5.142 1.285
H -4.878 4.227 1.904
```

The value obtained for the energy relative to the best compared isomer or geometry (same formula, charge and spin) is 109.06 kJ/mol. The molar mass comes out at 830.43 g mol⁻¹. The orbital gap is 5.158 eV. Its net charge is -2. For the HOMO energy, the calculation gives -2.3 eV. As for the energy: -2682.4201 Ha.

# 3
A molecular structure, C28H30CsN6O9S2 in a non-equilibrium geometry. Source: the Open Molecules 2025 dataset; level of theory: ωB97M-V/def2-TZVPD.

Geometry as XYZ:
```
76
Properties=species:S:1:pos:R:3
Cs -0.064 1.669 -0.910
C -1.857 -2.588 -2.463
C -2.382 -2.653 -1.078
N -3.614 -2.834 -0.697
N -3.543 -2.756 0.673
C -2.309 -2.543 1.156
S -1.753 -2.365 2.733
N -1.563 -2.503 0.012
N -0.214 -2.192 -0.144
H -2.687 -2.506 -3.160
H -1.281 -3.481 -2.704
H -1.189 -1.731 -2.576
H -4.369 -2.814 1.239
H 0.324 -3.055 -0.154
H 0.099 -1.712 0.703
O 2.321 -0.669 -3.758
C 1.783 0.355 -3.332
O 0.565 0.580 -3.061
C 2.620 1.626 -3.082
C 3.165 2.341 -4.107
C 3.580 3.671 -3.886
C 3.303 4.348 -2.729
C 2.713 3.632 -1.693
C 2.599 2.201 -1.734
O 2.427 1.488 -0.715
N 2.170 4.394 -0.535
O 1.251 3.859 0.087
O 2.609 5.490 -0.270
N 4.211 4.422 -4.989
O 4.433 3.817 -6.026
O 4.598 5.558 -4.772
H 3.230 1.915 -5.098
H 3.496 5.407 -2.635
C 6.654 0.005 -3.305
C 5.968 -0.191 -1.983
C 6.524 0.291 -0.805
C 5.858 0.175 0.408
C 6.517 0.755 1.635
C 4.609 -0.466 0.433
C 3.853 -0.444 1.702
O 2.759 -0.936 1.899
C 4.058 -1.005 -0.736
C 2.720 -1.691 -0.792
C 4.746 -0.846 -1.933
H 7.642 0.451 -3.189
H 6.062 0.661 -3.947
H 6.764 -0.942 -3.835
H 7.487 0.791 -0.830
H 7.519 1.099 1.382
H 6.619 0.035 2.450
H 5.969 1.611 2.036
H 4.330 0.118 2.524
H 2.648 -2.562 -0.142
H 2.509 -1.949 -1.826
H 1.996 -0.943 -0.468
H 4.277 -1.200 -2.842
C -2.586 6.516 5.827
C -2.195 5.283 5.063
C -1.741 5.384 3.748
C -1.400 4.258 3.020
C -1.511 3.009 3.621
C -1.966 2.878 4.920
C -2.300 4.021 5.635
S -1.049 1.594 2.645
C 0.725 1.798 2.765
O -1.350 1.999 1.205
H -2.196 7.412 5.344
H -2.204 6.488 6.848
H -3.670 6.627 5.889
H -1.649 6.363 3.292
H -1.050 4.330 1.999
H -2.064 1.899 5.371
H -2.655 3.928 6.655
H 1.030 2.654 2.163
H 1.224 0.900 2.402
H 0.979 1.954 3.814
```

The value obtained for the energy relative to the best compared isomer or geometry (same formula, charge and spin) is 0.00 kJ/mol. The molar mass comes out at 791.62 g mol⁻¹. The orbital gap is 6.938 eV. Its net charge is -1. For the HOMO energy, the calculation gives -5.0 eV. As for the energy: -2907.0851 Ha.

# 4
A molecular structure, C28H30F6N9O7PS4W in a non-equilibrium geometry. Source: the Open Molecules 2025 dataset; level of theory: ωB97M-V/def2-TZVPD.

Geometry as XYZ:
```
86
Properties=species:S:1:pos:R:3
W -1.676 1.210 -0.916
F -0.469 5.981 0.036
C -1.780 5.810 0.094
F -2.183 5.776 1.344
F -2.405 6.741 -0.584
S -2.122 4.184 -0.731
O -1.426 3.154 0.105
O -1.627 4.233 -2.074
N -3.681 4.043 -0.587
S -4.437 2.921 -1.371
O -5.799 2.817 -1.027
O -3.671 1.606 -1.251
C -4.340 3.248 -3.219
F -4.304 4.549 -3.397
F -3.246 2.675 -3.722
F -5.401 2.722 -3.779
C -1.073 -3.545 -3.683
N -1.744 -2.340 -3.163
C -1.204 -1.176 -2.878
N -2.080 -0.442 -2.176
C -3.181 -1.265 -2.083
N -2.995 -2.416 -2.656
C -0.350 -4.227 -2.548
C -0.738 -5.471 -2.077
C -0.085 -6.035 -0.985
C 0.931 -5.351 -0.342
C 1.321 -4.097 -0.815
C 0.696 -3.557 -1.927
C 2.355 -3.329 -0.124
N 2.972 -3.597 0.970
N 3.808 -2.511 1.225
C 3.627 -1.680 0.264
O 2.717 -2.123 -0.646
C 4.208 -0.350 0.077
C 5.214 0.097 0.931
C 5.709 1.381 0.784
C 5.186 2.231 -0.183
C 4.183 1.787 -1.036
C 3.600 2.728 -2.067
N 2.165 2.454 -2.248
C 1.280 2.211 -1.300
N 0.136 1.812 -1.868
C 0.401 1.892 -3.215
N 1.624 2.257 -3.464
C 3.717 0.484 -0.918
H -0.395 -3.217 -4.472
H -1.855 -4.157 -4.124
H -0.202 -0.890 -3.149
H -4.091 -0.986 -1.577
H -1.552 -6.005 -2.552
H -0.382 -7.011 -0.628
H 1.430 -5.777 0.517
H 1.035 -2.599 -2.299
H 5.596 -0.561 1.699
H 6.496 1.732 1.437
H 5.559 3.245 -0.265
H 4.038 2.616 -3.059
H 3.710 3.767 -1.758
H 1.477 2.267 -0.244
H -0.322 1.683 -3.987
H 2.954 0.105 -1.587
C 1.618 0.856 4.091
C 0.452 1.249 3.222
C -0.440 2.319 3.805
O -0.358 0.015 3.043
P -1.047 -0.496 1.755
S 0.037 -0.244 0.078
S -2.653 0.628 1.228
O -1.360 -1.987 1.968
C -1.830 -2.696 3.210
C -2.903 -1.890 3.899
C -0.627 -3.019 4.057
H 2.270 1.719 4.226
H 2.199 0.053 3.638
H 1.274 0.538 5.075
H 0.794 1.521 2.219
H -0.829 2.002 4.773
H -1.273 2.550 3.143
H 0.138 3.230 3.958
H -2.249 -3.602 2.775
H -2.504 -0.963 4.312
H -3.298 -2.470 4.734
H -3.734 -1.672 3.228
H -0.218 -2.129 4.532
H 0.147 -3.506 3.466
H -0.934 -3.711 4.843
```

The molar mass comes out at 1061.67 g mol⁻¹. As for the spin multiplicity: 3. The orbital gap (spin up / spin down) is 5.729 / 6.363 eV. As for the expectation value of S²: 2.015. Its net charge is +2. For the HOMO energy (spin up / spin down), the calculation gives -13.4 / -13.4 eV. As for the energy: -4704.4568 Ha.

The highest net charge belongs to which entry? C28H30F6N9O7PS4W

What is the net charge in the third record? -1